{"formula": "C48H136N12O16Sr2", "method": "ωB97M-V with the def2-TZVPD basis set", "symbols": ["Sr", "Sr", "O", "H", "O", "H", "O", "H", "O", "H", "C", "C", "C", "O", "C", "N", "H", "H", "H", "H", "H", "H", "H", "H", "H", "H", "H", "C", "C", "C", "O", "C", "N", "H", "H", "H", "H", "H", "H", "H", "H", "H", "H", "H", "C", "C", "C", "O", "C", "N", "H", "H", "H", "H", "H", "H", "H", "H", "H", "H", "H", "C", "C", "C", "O", "C", "N", "H", "H", "H", "H", "H", "H", "H", "H", "H", "H", "H", "C", "C", "C", "O", "C", "N", "H", "H", "H", "H", "H", "H", "H", "H", "H", "H", "H", "C", "C", "C", "O", "C", "N", "H", "H", "H", "H", "H", "H", "H", "H", "H", "H", "H", "C", "C", "C", "O", "C", "N", "H", "H", "H", "H", "H", "H", "H", "H", "H", "H", "H", "C", "C", "C", "O", "C", "N", "H", "H", "H", "H", "H", "H", "H", "H", "H", "H", "H", "C", "C", "C", "O", "C", "N", "H", "H", "H", "H", "H", "H", "H", "H", "H", "H", "H", "C", "C", "C", "O", "C", "N", "H", "H", "H", "H", "H", "H", "H", "H", "H", "H", "H", "C", "C", "C", "O", "C", "N", "H", "H", "H", "H", "H", "H", "H", "H", "H", "H", "H", "C", "C", "C", "O", "C", "N", "H", "H", "H", "H", "H", "H", "H", "H", "H", "H", "H"], "xyz": [[1.59816, -0.16778, 0.08026], [-1.65918, 0.55165, -0.54808], [-0.53168, -0.29292, 1.49730], [-0.77042, -1.23567, 1.59081], [2.52249, -2.11181, 1.07389], [2.80904, -3.04497, 1.11440], [0.33377, 1.91846, -0.94682], [0.28363, 2.82869, -1.29826], [0.05804, -0.89518, -1.63197], [0.11996, -1.31425, -2.51236], [-1.84085, 5.18445, -0.01975], [-2.13334, 4.27769, 1.24360], [-3.54797, 4.39343, 1.82954], [-3.81585, 5.78418, 1.92258], [-5.18632, 6.05580, 2.12922], [-1.74314, 2.94275, 0.85253], [-2.05590, 6.19713, 0.32133], [-2.41254, 5.03073, -0.93497], [-0.81113, 5.27621, -0.36522], [-1.45226, 4.61697, 2.02406], [-3.64953, 3.90012, 2.79621], [-4.32846, 3.90455, 1.24652], [-5.67661, 6.00753, 1.15691], [-5.29584, 7.05266, 2.55626], [-5.58164, 5.36507, 2.87402], [-1.72297, 2.35810, 1.67587], [-0.77156, 2.98639, 0.58009], [1.83045, 3.47170, 1.99349], [2.71158, 2.38980, 2.59424], [3.00591, 2.76699, 4.02803], [3.56532, 4.03458, 4.27191], [4.53409, 4.17142, 5.27564], [2.16330, 1.08379, 2.31069], [1.39546, 3.23863, 1.02160], [2.28691, 4.45445, 1.87537], [1.00543, 3.63366, 2.68719], [3.61128, 2.54221, 1.99806], [3.65926, 1.90326, 4.15140], [2.09975, 2.62500, 4.61692], [4.77155, 5.22251, 5.43971], [5.49740, 3.79319, 4.93348], [4.36100, 3.75712, 6.26887], [2.65350, 0.47669, 2.95197], [1.23803, 1.06454, 2.71517], [1.25743, 0.45800, -6.45372], [0.54719, -0.14612, -5.25913], [0.49524, -1.68898, -5.07069], [0.39004, -2.35800, -6.35511], [0.26827, -3.75721, -6.23712], [1.27743, 0.44740, -4.14461], [0.63876, 0.03533, -7.24537], [2.24132, 0.03650, -6.65961], [1.16614, 1.53894, -6.56018], [-0.45187, 0.26695, -5.11998], [-0.30551, -2.03037, -4.41469], [1.38907, -2.09263, -4.59506], [-0.62816, -4.03132, -5.68090], [1.02121, -4.19418, -5.58120], [0.42737, -4.26574, -7.18801], [0.82503, 0.04570, -3.33587], [2.20331, 0.04415, -4.12880], [-3.72159, -0.35153, -4.49854], [-3.77663, -1.51509, -3.60962], [-3.41989, -2.84463, -4.33353], [-3.83125, -4.03296, -3.56767], [-3.78069, -5.27035, -4.27840], [-2.88800, -1.24037, -2.50050], [-4.19997, 0.55925, -4.13832], [-4.31068, -0.58210, -5.38619], [-2.70260, -0.13756, -4.82099], [-4.82412, -1.55749, -3.31118], [-2.45963, -2.95852, -4.83655], [-4.12929, -2.80159, -5.15997], [-4.80119, -5.42971, -4.62666], [-3.57847, -6.08149, -3.57892], [-2.92144, -5.32317, -4.94697], [-1.90549, -1.34029, -2.71214], [-3.01594, -2.05836, -1.92202], [-2.13596, 2.90939, 4.95987], [-2.71372, 1.62179, 4.44344], [-4.22554, 1.53426, 4.14821], [-4.50375, 0.15344, 3.91842], [-5.82845, -0.32078, 4.00929], [-2.03414, 1.22126, 3.24667], [-2.25973, 3.71325, 4.23421], [-1.07961, 2.82477, 5.21492], [-2.73437, 3.33059, 5.76771], [-2.45698, 0.88008, 5.19978], [-4.46055, 2.06901, 3.22793], [-4.95472, 1.90947, 4.86627], [-5.80700, -1.29119, 3.51336], [-6.45971, 0.33657, 3.41138], [-6.07942, -0.33164, 5.06995], [-1.14653, 0.83930, 3.54049], [-2.57959, 0.38431, 3.09801], [4.64201, -3.43448, 3.97344], [4.67927, -1.93864, 4.27871], [6.02224, -1.31151, 3.88944], [7.09619, -1.74218, 4.65187], [8.28677, -0.91595, 4.41045], [3.62483, -1.23805, 3.69995], [4.45342, -3.61405, 2.91501], [3.76910, -3.87250, 4.45747], [5.60940, -3.86177, 4.23739], [4.51876, -1.89657, 5.35601], [5.88188, -0.23246, 3.82593], [6.24174, -1.51619, 2.84158], [8.84776, -1.21973, 3.52665], [8.93081, -1.06562, 5.27699], [7.99142, 0.13276, 4.37800], [3.65569, -1.57171, 2.74715], [2.68857, -1.54174, 3.92643], [3.60391, 4.59964, -3.79577], [2.48473, 4.11668, -2.79728], [1.10821, 4.60470, -3.24273], [1.06714, 5.99203, -3.13037], [-0.08908, 6.52532, -3.68706], [2.54021, 2.63842, -2.80190], [4.54997, 4.37197, -3.30464], [3.59036, 5.68730, -3.86590], [3.73605, 4.13326, -4.77205], [2.69994, 4.18878, -1.73117], [0.29961, 4.23319, -2.61324], [0.93276, 4.26567, -4.26370], [-0.00120, 7.61177, -3.68429], [-0.93258, 6.20068, -3.07780], [-0.18022, 6.19298, -4.72115], [1.74068, 2.33073, -2.26694], [2.36718, 2.20650, -3.69833], [3.77140, -4.48086, -1.94147], [2.52063, -3.74102, -2.55330], [1.19707, -4.63747, -2.50641], [1.29144, -5.97432, -3.13018], [0.17653, -6.76372, -2.74106], [2.32052, -2.48910, -1.83588], [4.09414, -5.49245, -2.18768], [3.65423, -4.51444, -0.85830], [4.60720, -3.78529, -2.01708], [2.78448, -3.55862, -3.59503], [0.31520, -4.13210, -2.90011], [1.00330, -4.76877, -1.44184], [0.47437, -7.75187, -3.09171], [-0.84118, -6.55858, -3.07311], [0.14594, -6.93436, -1.66493], [1.40703, -2.12404, -2.06474], [2.27220, -2.70516, -0.85045], [0.57554, -3.71239, 4.76763], [-0.00923, -2.78025, 3.64415], [-1.46246, -2.45853, 4.12756], [-2.16538, -3.56502, 4.03640], [-3.47960, -3.42526, 4.57468], [0.87303, -1.70264, 3.26230], [-0.21523, -4.41087, 5.04133], [1.14433, -3.29116, 5.59658], [1.35813, -4.30482, 4.29362], [-0.21979, -3.42630, 2.79187], [-1.89491, -1.71872, 3.45394], [-1.55476, -2.03637, 5.12824], [-4.13242, -2.69341, 4.09895], [-3.47716, -3.26235, 5.65243], [-4.00284, -4.37038, 4.42953], [0.26479, -1.06551, 2.76814], [1.40076, -2.01191, 2.45858], [5.38656, -0.01126, 0.30526], [4.79298, 1.18569, -0.47493], [5.80110, 1.73287, -1.43333], [7.06897, 2.02512, -0.80792], [8.26017, 1.91713, -1.58967], [3.63605, 0.68810, -1.17325], [5.60540, -0.89602, -0.29257], [4.91162, -0.33748, 1.23052], [6.28546, 0.11255, 0.90922], [4.57879, 1.97010, 0.25096], [5.55055, 2.59628, -2.04966], [6.07561, 0.84711, -2.00618], [8.47596, 0.88600, -1.86953], [9.17763, 2.23825, -1.09647], [8.06184, 2.58960, -2.42425], [4.03031, 0.15653, -1.93620], [3.30020, 1.54134, -1.59666], [-2.27963, -4.61990, -0.19967], [-3.13401, -3.36384, -0.17736], [-4.07018, -3.24899, 1.06207], [-4.95714, -2.12802, 0.99218], [-5.82134, -2.26264, -0.11642], [-2.09533, -2.38352, -0.12155], [-2.84696, -5.49716, 0.11122], [-1.44784, -4.57632, 0.50341], [-1.97319, -5.01766, -1.16714], [-3.64681, -3.27133, -1.13474], [-3.46644, -3.10955, 1.95882], [-4.66518, -4.14470, 1.24038], [-6.53756, -1.44106, -0.10468], [-6.25973, -3.25773, -0.04092], [-5.39163, -2.11613, -1.10737], [-1.20890, -2.66647, -0.51435], [-1.87694, -2.30509, 0.86143], [-6.32423, 1.76202, 0.12452], [-5.06808, 1.39712, -0.63469], [-4.29585, 2.42791, -1.48411], [-3.11668, 1.81221, -2.03168], [-2.35242, 2.63399, -2.86570], [-4.15493, 0.73308, 0.26098], [-7.05467, 2.10355, -0.60891], [-6.10040, 2.48963, 0.90465], [-6.67844, 0.88942, 0.67333], [-5.28742, 0.58806, -1.33141], [-4.05977, 3.29081, -0.86140], [-4.87881, 2.84252, -2.30653], [-2.73746, 2.68129, -3.88433], [-1.41694, 2.07995, -2.94340], [-2.06355, 3.61598, -2.49107], [-4.51525, -0.11449, 0.67557], [-4.03410, 1.19814, 1.14936]], "multiplicity": 1, "e_lumo_ev": 0.19, "homo_lumo_gap_ev": 8.1, "relative_energy_kj_mol": 5.6, "homo_energy_ha": -0.292}